Formula: C7H12S
Source: the Open Molecules 2025 dataset
Level of theory: wB97M-V/def2-TZVPD

Each line ends with the natural charge from an NBO analysis.
Geometry (Å):
C (0.19642, -1.26066, -1.58245)  -0.4648
C (1.39524, -0.40314, -1.40065)  -0.2363
C (0.14208, -0.16745, -0.52561)  -0.1101
C (0.70477, -0.52028, 0.75721)  -0.1098
C (1.09608, 0.65229, 1.56750)  -0.7053
C (-2.22698, 0.68166, -0.26128)  -0.6062
C (-0.78164, 1.01305, -0.70305)  -0.4025
S (0.74124, -2.09839, 1.41282)  0.1232
H (-0.40072, -1.21503, -2.44412)  0.2279
H (0.26799, -2.20032, -1.13979)  0.1940
H (2.45619, -0.82468, -1.19688)  0.2191
H (1.96366, 0.55044, 2.23038)  0.2229
H (0.29900, 1.10410, 2.24185)  0.2379
H (1.39171, 1.67763, 1.14534)  0.2461
H (-2.43124, -0.47233, -0.59712)  0.2027
H (-3.01695, 1.29936, -0.58937)  0.2156
H (-2.37435, 0.70819, 0.90582)  0.2000
H (-0.39718, 1.84107, -0.18243)  0.2086
H (-0.81359, 1.37164, -1.83097)  0.2165
H (1.78826, -1.73715, 2.19281)  0.1205

The electronic energy is -18283.56024 eV. The relative energy (zero: lowest compared OMol25 entry of this formula, charge and spin) comes out at 130.8 kcal/mol. As for the net charge: 0. The frontier orbital gap (spin up / spin down) comes out at 7.23 / 8.11 eV.

***

Formula: C7H12SSiTe5Yb
Source: the Open Molecules 2025 dataset
Level of theory: wB97M-V/def2-TZVPD

Each line ends with the natural charge from an NBO analysis.
Geometry (Å):
Yb (0.02126, -0.72709, 0.34768)  0.2366
Te (1.29908, 0.41651, 2.74257)  -0.3902
Te (-0.97914, -0.98629, 3.22842)  0.0277
Te (-2.38565, 0.77681, 1.59034)  0.0564
Te (-2.72314, -0.55852, -0.80399)  -0.4485
C (0.92307, 1.52831, -1.80634)  -1.1973
Si (0.30698, 2.46957, -0.34787)  1.3979
C (1.74160, 3.52120, 0.21562)  -1.1565
C (-1.26000, 3.47646, -0.87088)  -1.1714
H (1.29291, 2.31870, -2.50078)  0.2364
H (0.13238, 0.99319, -2.29270)  0.2569
H (1.78580, 0.84163, -1.78984)  0.2670
H (2.03069, 4.28603, -0.49558)  0.2217
H (2.56049, 2.82810, 0.38720)  0.2419
H (1.44436, 4.09839, 1.10414)  0.2395
H (-1.84063, 3.88236, 0.01104)  0.2359
H (-2.10285, 2.83419, -1.24374)  0.2573
H (-1.30348, 4.22550, -1.66081)  0.2270
Te (2.23599, -2.07505, -0.92994)  -0.1439
C (0.87908, -3.44278, -0.11744)  -0.4877
C (-0.52646, -3.38082, -0.09144)  -0.4008
C (-1.11190, -4.36184, 0.74365)  -0.2422
C (-0.20915, -5.15972, 1.33918)  -0.4376
S (1.40909, -4.68081, 0.89460)  0.4553
H (-1.22745, -2.71660, -0.71096)  0.2687
H (-2.14783, -4.47897, 0.93248)  0.2229
H (-0.24510, -5.92846, 2.12539)  0.2273

The electronic energy is -94164.82847 eV. The relative energy (zero: lowest compared OMol25 entry of this formula, charge and spin) comes out at 7.2 kcal/mol. As for the expectation value of S²: 0.756. Its multiplicity is 2. As for the net charge: -1. The frontier orbital gap (spin up / spin down) comes out at 5.60 / 5.74 eV.

***

Formula: C7H12Se
Source: the Open Molecules 2025 dataset
Level of theory: wB97M-V/def2-TZVPD

Each line ends with the natural charge from an NBO analysis.
Geometry (Å):
C (-0.80712, 2.00051, 0.21510)  -0.2322
C (-0.89506, 0.95951, -0.66753)  -0.2554
C (-1.29216, 1.72236, 1.63060)  -0.5856
C (-1.31578, -0.32423, -0.16757)  -0.4273
C (0.96397, -1.20717, -1.72927)  -0.6582
C (1.45212, -0.79009, 0.71424)  -0.6709
C (0.59235, -1.37105, -0.30246)  -0.0900
Se (-2.02078, -0.15024, 1.61989)  0.2934
H (-0.16125, 2.92014, 0.01777)  0.2284
H (-0.62972, 1.04920, -1.78669)  0.2318
H (-0.66074, 2.02424, 2.43279)  0.2241
H (-2.21276, 2.36941, 1.86184)  0.2245
H (-1.74544, -1.14814, -0.72154)  0.2353
H (2.01429, -1.60487, -1.68756)  0.2108
H (1.11641, -0.17213, -1.94365)  0.2067
H (0.32609, -1.70042, -2.43618)  0.2199
H (2.40043, -0.66061, 0.28771)  0.2073
H (1.49097, -1.58379, 1.59605)  0.2170
H (0.95465, 0.14127, 1.11482)  0.2286
H (0.42954, -2.47392, -0.04836)  0.1915

The electronic energy is -72796.30949 eV. The relative energy (zero: lowest compared OMol25 entry of this formula, charge and spin) comes out at 46.5 kcal/mol. As for the net charge: 0. The frontier orbital gap comes out at 8.06 eV.

***

Formula: C7H12Si
Source: the Open Molecules 2025 dataset
Level of theory: wB97M-V/def2-TZVPD

Each line ends with the natural charge from an NBO analysis.
Geometry (Å):
C (2.44157, 0.34110, 0.30583)  -0.1851
C (2.62511, 1.43869, -0.41360)  -0.3805
C (0.62217, -1.42184, -0.42187)  -0.3724
C (-0.87888, -1.41892, -0.07111)  -0.4473
C (-0.18611, 0.63135, 0.57802)  -0.1565
C (1.06341, -0.24905, 0.61074)  -0.2966
C (-1.26549, -0.03092, 0.16863)  -0.4369
Si (-2.94764, 0.71517, -0.08806)  0.8545
H (3.19060, -0.46080, 0.13623)  0.2001
H (3.54054, 1.80646, -0.75295)  0.2028
H (1.09509, -2.38444, -0.34326)  0.2156
H (0.87006, -0.97850, -1.45665)  0.2054
H (-1.64422, -1.82142, -0.77864)  0.2072
H (-0.99061, -2.12482, 0.78310)  0.2117
H (-0.24461, 1.70492, 0.96373)  0.2188
H (1.61570, 1.98586, -0.63157)  0.1909
H (1.18945, -0.65097, 1.66745)  0.2159
H (-2.45510, 1.87046, -0.84693)  -0.1496
H (-3.61606, 1.30165, 1.16083)  -0.1585
H (-4.02497, -0.25398, -0.56991)  -0.1394

The electronic energy is -15328.20120 eV. The relative energy (zero: lowest compared OMol25 entry of this formula, charge and spin) comes out at 53.1 kcal/mol. As for the net charge: 0. The frontier orbital gap comes out at 10.07 eV.

***

Formula: C7H13AsBF6N2OS2
Source: the Open Molecules 2025 dataset
Level of theory: wB97M-V/def2-TZVPD

Each line ends with the natural charge from an NBO analysis.
Geometry (Å):
C (3.33528, -1.03125, -0.83985)  -0.6223
C (3.46867, 0.48017, -1.26673)  -0.5100
S (2.15843, 1.43264, -0.35121)  0.2088
C (0.68878, 1.15799, -1.43933)  -0.9214
B (-0.66528, 1.74614, -0.82656)  1.0090
C (-1.44390, 0.83624, 0.24337)  -0.7704
C (-2.59495, 0.08798, -0.60135)  -0.5027
C (-2.14349, -1.36096, -0.92842)  0.6742
N (-1.55763, -1.77571, -2.17360)  -0.8814
O (-2.32227, -2.20227, -0.09210)  -0.5213
N (-1.24456, 3.07926, -1.24112)  -0.6392
C (-1.66982, 2.96820, -2.35471)  0.2592
S (-2.45792, 2.64164, -3.72020)  -0.0682
H (4.10979, -1.64765, -1.34893)  0.2002
H (3.42356, -1.11600, 0.26599)  0.2357
H (2.29880, -1.34713, -1.10165)  0.2018
H (4.48114, 0.90070, -1.09336)  0.2237
H (3.20122, 0.59215, -2.34673)  0.2023
H (0.55738, 0.04704, -1.50864)  0.2328
H (0.95670, 1.56568, -2.44569)  0.2277
H (-1.86698, 1.41583, 1.09040)  0.2697
H (-0.73000, 0.05020, 0.58339)  0.2697
H (-3.46386, 0.01880, 0.09870)  0.2544
H (-2.94593, 0.68075, -1.47843)  0.2053
H (-1.79078, -1.15968, -2.95011)  0.3687
H (-0.56077, -1.95995, -2.10259)  0.3910
F (-1.42995, 0.23958, 3.71648)  -0.6410
As (-0.17475, -0.87288, 4.27706)  2.8191
F (-1.05532, -1.10715, 5.78781)  -0.6346
F (0.70154, 0.47943, 4.99632)  -0.6347
F (1.07977, -1.98249, 4.83357)  -0.6353
F (0.70636, -0.63608, 2.76119)  -0.6412
F (-1.04927, -2.22122, 3.55702)  -0.6295

The electronic energy is -111994.22599 eV. As for the net charge: -1. The frontier orbital gap comes out at 8.64 eV.

***

Formula: C7H13BN4Pb
Source: the Open Molecules 2025 dataset
Level of theory: wB97M-V/def2-TZVPD

Each line ends with the natural charge from an NBO analysis.
Geometry (Å):
Pb (0.63933, 0.26603, -1.52482)  1.4830
C (1.78235, 0.06931, -4.09615)  -0.7808
H (1.32873, 1.01842, -3.76611)  0.1986
H (2.86679, 0.09378, -3.96520)  0.2660
H (1.52907, -0.06068, -5.15446)  0.2839
H (1.32258, -0.86527, -3.46463)  0.1254
H (0.67716, -1.38350, -2.46811)  0.0023
B (-0.57710, 1.47496, 1.69039)  0.1291
N (-1.65352, 0.68947, 0.85775)  -0.1414
C (-2.90942, 0.39096, 1.21860)  0.0474
C (-3.49801, -0.37103, 0.20998)  -0.0006
C (-2.51816, -0.54258, -0.76682)  0.0772
N (-1.39692, 0.11807, -0.36983)  -0.3743
N (0.63539, 0.48415, 1.80601)  -0.3100
C (1.21830, 0.04324, 2.92950)  0.0723
C (2.22538, -0.86213, 2.58849)  -0.2996
C (2.19838, -0.95960, 1.19498)  0.0040
N (1.22622, -0.13020, 0.72464)  -0.4686
H (-1.03456, 1.60811, 2.81397)  0.0270
H (-0.28944, 2.53471, 1.22279)  0.0413
H (-3.29737, 0.73736, 2.16645)  0.2927
H (-4.50715, -0.74032, 0.17848)  0.2833
H (-2.55250, -1.08666, -1.70268)  0.2656
H (0.88240, 0.39853, 3.89229)  0.2627
H (2.89606, -1.36870, 3.25318)  0.2735
H (2.80603, -1.55643, 0.53132)  0.2402

The electronic energy is -19332.23259 eV. The relative energy (zero: lowest compared OMol25 entry of this formula, charge and spin) comes out at 0.0 kcal/mol. As for the net charge: +2. The frontier orbital gap (spin up / spin down) comes out at 4.98 / 4.23 eV.

***

Formula: C7H13BrClNOS
Source: the Open Molecules 2025 dataset
Level of theory: wB97M-V/def2-TZVPD

Each line ends with the natural charge from an NBO analysis.
Geometry (Å):
C (-0.14435, 1.85205, 0.06726)  -0.4209
C (-1.22862, 1.96755, -0.97447)  -0.4294
C (-0.42255, 0.91063, 1.16866)  -0.4364
C (-1.56882, 0.65094, -1.59825)  -0.4181
C (-0.65735, -0.47193, 0.57230)  -0.4564
C (-1.69631, -0.55553, -0.47996)  -0.1858
C (3.20707, -1.77098, 1.06120)  -0.4207
N (1.99884, -1.00032, 1.14580)  -0.8648
O (1.26833, -0.72017, -1.31705)  -0.9168
S (0.94937, -1.13306, 0.03474)  1.9481
Cl (0.51603, -3.22554, -0.26023)  -0.3230
Br (-3.47564, -0.24855, 0.42685)  -0.0413
H (0.88526, 1.69763, -0.35020)  0.2223
H (-0.17610, 2.89124, 0.48402)  0.2199
H (-2.06802, 2.39590, -0.48002)  0.2109
H (-0.97818, 2.54334, -1.95871)  0.2286
H (0.47747, 0.85236, 1.78285)  0.2565
H (-1.32621, 1.17619, 1.66413)  0.2347
H (-2.61224, 0.60947, -2.10759)  0.2307
H (-0.71540, 0.23524, -2.29982)  0.2433
H (-0.99271, -1.21506, 1.39345)  0.2837
H (-1.74357, -1.49024, -0.94124)  0.2311
H (3.03090, -2.86741, 1.14663)  0.2014
H (3.92849, -1.50228, 1.74771)  0.2102
H (3.54429, -1.58148, 0.07195)  0.1924

The electronic energy is -104405.37931 eV. The relative energy (zero: lowest compared OMol25 entry of this formula, charge and spin) comes out at 0.0 kcal/mol. As for the net charge: 0. The frontier orbital gap comes out at 9.67 eV.

***

Formula: C7H13BrN4O3P2
Source: the Open Molecules 2025 dataset
Level of theory: wB97M-V/def2-TZVPD

Each line ends with the natural charge from an NBO analysis.
Geometry (Å):
C (-0.75380, 2.16928, -2.41232)  -0.6372
C (0.59927, 1.75444, -1.74093)  -0.2136
Br (1.98819, 2.83116, -2.70513)  -0.0318
C (0.99861, 0.26882, -1.92932)  -0.4478
C (0.64672, -0.75977, -0.78838)  -0.3151
C (-0.49197, -1.67207, -1.27874)  0.2658
N (-1.37406, -2.36654, -1.32308)  -0.2969
C (0.43588, -0.20485, 0.66693)  -0.8024
C (1.72095, 0.52635, 1.03789)  0.2609
N (2.52517, 1.27521, 1.29180)  -0.2748
P (-1.13613, 0.81043, 1.00171)  1.2600
N (-1.47640, 0.59822, 2.69020)  -1.1381
O (-2.47532, 0.15115, 0.26616)  -0.9715
P (0.42574, -1.72159, 1.82959)  2.2046
N (-0.93778, -2.47180, 1.87774)  -1.3154
O (0.92451, -1.14581, 3.28930)  -0.9501
O (1.58212, -2.81472, 1.40042)  -1.0055
H (-0.92423, 3.22984, -2.11615)  0.2336
H (-0.63329, 2.15690, -3.51606)  0.2295
H (-1.62620, 1.58667, -2.05643)  0.1939
H (0.61535, 2.15108, -0.71292)  0.2401
H (2.08745, 0.19611, -2.14012)  0.2510
H (0.51087, -0.09260, -2.86531)  0.2352
H (1.51922, -1.45213, -0.72825)  0.2834
H (-2.44743, 0.28245, 2.75759)  0.4067
H (-1.35043, 1.47998, 3.18014)  0.4044
H (-2.40166, 0.12696, -0.70022)  0.5122
H (-1.59919, -2.02716, 1.23943)  0.3809
H (1.89597, -1.21955, 3.34811)  0.5061
H (1.15187, -3.64649, 1.13634)  0.5317

The electronic energy is -108193.03845 eV. The relative energy (zero: lowest compared OMol25 entry of this formula, charge and spin) comes out at 0.0 kcal/mol. As for the net charge: 0. The frontier orbital gap comes out at 9.06 eV.